The following is a DFT calculation (ωB97M-V with the def2-TZVPD basis set) of a structure of composition C39H47BiN9O2S3Si2 in a non-equilibrium geometry.

The total charge is -1. The calculation puts the orbital gap at 6.511 eV. The calculation puts the LUMO energy at 2.368 eV. The calculation puts the strongest force on any atom at 0.0350 Eh/bohr.

Geometry as XYZ:
```
103
C39H47BiN9O2S3Si2 ωB97M-V with the def2-TZVPD basis set
Bi -0.53700 0.32073 0.18608
C 2.02320 -3.75441 -1.06076
C 1.66719 -2.42296 -1.69083
N 2.15264 -1.44510 -1.04377
N 2.09507 -0.11831 -1.19429
C 1.65048 0.79888 -2.19967
S -0.05715 1.29224 -2.18516
S 2.32866 0.30656 -3.82495
C 1.64366 1.56170 -4.97139
C 0.73832 0.91652 -5.96603
C -0.57977 0.63438 -5.62416
C -1.42126 0.02787 -6.53719
C -0.95579 -0.31583 -7.79496
C 0.36082 -0.05592 -8.13413
C 1.20457 0.55622 -7.22437
C 0.85110 -2.51958 -2.91617
C 1.36496 -3.24271 -3.98479
C 0.60054 -3.55296 -5.09411
C -0.72396 -3.14001 -5.13371
C -1.25258 -2.41172 -4.09679
C -0.49322 -2.06102 -2.95730
O -1.03786 -1.40599 -1.98689
H 2.88504 -4.20961 -1.55257
H 2.25723 -3.59960 -0.00943
H 1.18637 -4.44243 -1.14855
H 1.10797 2.26322 -4.33439
H 2.50544 2.04203 -5.43666
H -0.93350 0.88744 -4.63559
H -2.44366 -0.18244 -6.25970
H -1.61381 -0.79719 -8.50617
H 0.73416 -0.33624 -9.10993
H 2.23288 0.75973 -7.49382
H 2.39515 -3.57817 -3.94053
H 1.02630 -4.13082 -5.90565
H -1.34215 -3.40115 -5.98561
H -2.28958 -2.09980 -4.11620
C 3.39717 -0.59626 3.47944
C 2.13918 -0.20625 2.73484
N 2.11636 0.28896 1.55294
N 3.20086 0.56041 0.84296
C 3.19519 0.57526 -0.58027
N 4.51644 0.15950 -0.98520
S 2.74958 2.16192 -1.41133
C 0.85870 -0.42441 3.40260
C 0.80400 -0.99883 4.68131
C -0.41491 -1.26373 5.26580
C -1.57761 -0.92688 4.58364
C -1.43995 -0.31418 3.35322
N -0.27388 -0.06472 2.78607
H 3.34507 -1.63557 3.79552
H 4.27983 -0.48400 2.85320
H 3.52697 0.03407 4.35803
H 4.13762 0.38683 1.20558
H 4.55650 -0.85557 -0.91908
H 4.66165 0.41045 -1.95942
H 1.70282 -1.25260 5.21662
H -0.45544 -1.73705 6.23832
H -2.55634 -1.10779 5.00050
H -2.30737 0.02097 2.79640
C -4.43862 -0.31417 0.33725
Si -3.06185 0.98198 -0.05558
C -3.52583 1.80084 -1.73265
C -3.37033 2.39738 1.20318
C -4.67166 2.74883 1.54404
C -4.94546 3.72106 2.48592
C -3.89491 4.37441 3.10595
C -2.59579 4.05891 2.75257
C -2.30481 3.08093 1.80640
Si -0.48760 2.70214 1.30426
C 0.53803 3.04884 2.89950
C -0.05118 4.14894 0.11843
H -5.32036 0.15130 0.76768
H -4.08973 -1.05965 1.04594
H -4.75465 -0.83985 -0.55747
H -4.58652 2.02640 -1.82405
H -3.24044 1.16005 -2.56123
H -2.97684 2.73174 -1.84978
H -5.49408 2.24901 1.05277
H -5.96970 3.97547 2.72653
H -4.09292 5.13403 3.85156
H -1.78147 4.58470 3.22861
H 0.69198 4.11401 3.05301
H 1.51721 2.58450 2.84712
H 0.03835 2.65474 3.78023
H -0.38558 5.11476 0.48905
H -0.49981 3.99138 -0.85761
H 1.02337 4.19967 -0.03007
C -1.10111 -4.93116 4.04905
N -1.51832 -4.45349 2.75742
C -2.63448 -4.92814 2.16897
C -3.06263 -4.44855 0.98108
C -2.29907 -3.38005 0.38791
N -1.19015 -2.94009 0.96729
C -0.72676 -3.43139 2.10593
O 0.30814 -3.10075 2.65602
N -2.69242 -2.80815 -0.73431
H -1.31141 -5.99705 4.13938
H -1.61237 -4.38876 4.85103
H -0.03089 -4.74729 4.13850
H -3.15561 -5.72513 2.69052
H -3.95294 -4.82175 0.49958
H -3.49194 -3.18948 -1.21076
H -2.00972 -2.14555 -1.27032
```

Löwdin atomic charge list, values in e, 5 entries: Bi 1.234; C -0.030; C -0.276; N 0.123; N -0.302

---

The following is a DFT calculation (ωB97M-V with the def2-TZVPD basis set) of a structure of composition C6H24FHfN12O6 in a non-equilibrium geometry.

The total charge is +3. The calculation puts the orbital gap at 2.125 eV. The calculation puts the LUMO energy at -14.330 eV. The calculation puts the strongest force on any atom at 0.2094 Eh/bohr.

Geometry as XYZ:
```
50
C6H24FHfN12O6 ωB97M-V with the def2-TZVPD basis set
Hf 2.74189 1.08908 1.04844
F 0.79348 0.20042 -0.00896
C 2.36776 -2.24790 2.20210
O 2.45388 -1.15925 1.59777
N 1.88499 -2.51346 3.35078
N 3.06593 -3.27211 1.94294
H 2.07354 -3.27898 3.98207
H 1.49837 -1.63178 3.65617
H 2.67830 -4.09809 2.37607
H 3.66917 -3.31384 1.13395
C -0.11778 -3.90027 0.00743
O 0.79425 -3.84834 -0.79056
N -0.56320 -5.04257 0.45379
N -0.81137 -2.93092 0.57069
H -1.43887 -4.92227 0.94249
H -0.31123 -6.00414 0.27489
H -1.23086 -3.16578 1.45893
H -0.49822 -1.98350 0.41438
C 0.31805 3.67373 1.15268
O 1.07737 2.86955 0.67944
N -0.07822 4.74859 0.61478
N -0.25427 3.46671 2.25008
H 0.32048 4.88462 -0.30317
H -0.66574 5.44403 1.05215
H -0.47198 2.56675 2.65355
H -0.84387 4.23929 2.52503
C -2.68490 1.74104 0.82349
O -2.62476 2.22355 -0.30954
N -3.44389 1.97811 1.82238
N -2.06018 0.64943 0.98460
H -4.20974 2.61005 1.63736
H -3.44682 1.30805 2.57809
H -1.59056 0.44909 1.85605
H -1.49484 0.43158 0.17650
C -1.76475 -0.87836 -3.07996
O -2.46900 -0.95191 -4.09519
N -1.95415 -0.02868 -2.09117
N -0.71264 -1.57799 -2.75430
H -2.85130 0.43378 -2.12805
H -1.19920 -0.07993 -1.42221
H -0.33255 -2.17327 -3.47629
H -0.13237 -1.28131 -1.98270
C 2.05091 1.95196 -2.44284
O 2.55202 1.82327 -1.33026
N 0.81067 1.73402 -2.73733
N 2.63787 2.07381 -3.59682
H 0.48431 1.92408 -3.67406
H 0.24280 1.38731 -1.97745
H 3.64783 2.06908 -3.60520
H 2.09327 2.31377 -4.41286
```

Löwdin atomic charge list, values in e, 5 entries: Hf 2.369; F -0.425; C -0.696; O -0.138; N 0.223

---

The following is a DFT calculation (ωB97M-V with the def2-TZVPD basis set) of an isolated molecule of C5H13NO3S2 in a non-equilibrium geometry.

The total charge is 0. The calculation puts the orbital gap (alpha / beta) at 8.286 / 8.286 eV. The calculation puts the LUMO energy (alpha / beta) at -1.103 / -1.104 eV. The calculation puts the strongest force on any atom at 0.0803 Eh/bohr.

Geometry as XYZ:
```
24
C5H13NO3S2 ωB97M-V with the def2-TZVPD basis set
C -0.08311 3.70433 -0.62156
C -0.19369 2.46078 -1.57039
C 0.68648 1.33863 -0.93642
C 0.07339 0.52418 0.14862
C 0.99561 -0.56566 0.65566
N -0.91677 -4.50126 1.04213
O 1.11452 -2.44950 2.64488
O -0.42677 -2.72550 -0.69585
O -2.49180 -2.53617 0.51000
S 0.23258 -1.43442 2.11705
S -1.10261 -2.89082 0.56648
H -0.21145 4.62770 -1.06932
H -0.82092 3.48630 0.18212
H 0.95278 3.58042 -0.19801
H 0.22592 2.85465 -2.46990
H -1.21082 2.32007 -1.79072
H 1.56433 1.67883 -0.44873
H 1.03176 0.70593 -1.73837
H -0.86486 0.13835 -0.20781
H -0.19565 1.28261 0.93682
H 2.02841 -0.17029 0.98053
H 1.28815 -1.31577 -0.16678
H 0.01359 -4.94622 0.95167
H -1.68906 -5.16716 1.17789
```

natural (NBO) atomic charge list, values in e, 5 entries: C -0.594; C -0.396; C -0.383; C -0.433; C -0.640

---

Short version: relative energy (zero: lowest compared OMol25 entry of this formula, charge and spin) = 35.9, 163.7, 41.6 kcal/mol, in the order given.